No. 1
{
  "formula": "C4H6O2",
  "method": "ωB97M-V/def2-TZVPD",
  "lumo_ha": -0.0081,
  "largest_force_ev_per_a": 1.2,
  "homo_energy_ev": -8.686,
  "gap_ev": 8.46,
  "symbols": ["C", "C", "O", "C", "C", "O", "H", "H", "H", "H", "H", "H"],
  "coordinates": [[-0.286, -0.013, 1.411], [0.644, 0.659, 0.440], [1.468, -0.305, -0.289], [0.870, -0.140, -1.464], [-0.517, -0.584, -1.704], [-1.578, 0.008, -1.762], [-0.903, 0.751, 1.891], [-0.952, -0.716, 0.901], [0.280, -0.549, 2.176], [1.355, 1.361, 0.875], [0.114, 1.242, -0.334], [-0.383, -1.597, -2.171]],
  "mulliken_charge": [-1.0228, -0.3215, -0.1955, -0.1879, 0.2246, -0.4820, 0.3079, 0.2871, 0.3250, 0.3751, 0.3876, 0.3025]
}


No. 2
{
  "formula": "C3H3NO2",
  "method": "ωB97M-V/def2-TZVPD",
  "lumo_ha": -0.0073,
  "largest_force_ev_per_a": 4.7,
  "homo_energy_ev": -7.935,
  "gap_ev": 7.74,
  "symbols": ["C", "C", "C", "N", "O", "O", "H", "H", "H"],
  "coordinates": [[0.272, 0.323, 1.425], [1.729, -1.175, 1.692], [-0.118, 0.918, 2.478], [-0.090, 0.146, 0.085], [-0.144, 1.500, 3.517], [1.734, -1.660, 0.640], [-1.011, 0.209, -0.083], [0.474, 0.659, -0.597], [0.010, -0.878, -0.188]],
  "mulliken_charge": [-0.6007, 0.0613, 0.7011, -0.2636, -0.5217, -0.3344, 0.2900, 0.3293, 0.3386]
}


No. 3
{
  "formula": "C5H7F",
  "method": "ωB97M-V/def2-TZVPD",
  "lumo_ha": 0.0422,
  "largest_force_ev_per_a": 2.9,
  "homo_energy_ev": -9.384,
  "gap_ev": 10.53,
  "symbols": ["F", "C", "C", "C", "C", "C", "H", "H", "H", "H", "H", "H", "H"],
  "coordinates": [[2.077, 0.012, -0.628], [1.075, -0.093, 0.337], [0.177, 1.199, 0.182], [-1.128, 0.705, -0.279], [-1.211, -0.613, -0.316], [0.103, -1.238, 0.101], [1.623, -0.278, 1.241], [0.135, 1.945, 1.054], [0.709, 1.796, -0.644], [-1.859, 1.414, -0.667], [-2.147, -1.154, -0.598], [-0.013, -1.948, 0.950], [0.458, -1.747, -0.734]],
  "mulliken_charge": [-0.3397, 0.2286, -0.6146, -0.3236, -0.3373, -0.6868, 0.2500, 0.2641, 0.2305, 0.3668, 0.3453, 0.3208, 0.2957]
}


No. 4
{
  "formula": "C30H66BN2O8Si",
  "method": "ωB97M-V/def2-TZVPD",
  "charge": 1,
  "lumo_ha": -0.1577,
  "largest_force_ev_per_a": 8.6,
  "homo_energy_ev": -11.176,
  "gap_ev": 6.88,
  "symbols": ["C", "C", "C", "C", "C", "O", "B", "O", "O", "N", "C", "C", "C", "O", "N", "C", "C", "C", "Si", "C", "C", "C", "H", "H", "H", "H", "H", "H", "H", "H", "H", "H", "H", "H", "H", "H", "H", "H", "H", "H", "H", "H", "H", "H", "H", "H", "H", "H", "C", "C", "O", "C", "C", "H", "H", "H", "H", "H", "H", "H", "H", "H", "H", "C", "C", "O", "C", "C", "H", "H", "H", "H", "H", "H", "H", "H", "H", "H", "C", "C", "O", "C", "C", "H", "H", "H", "H", "H", "H", "H", "H", "H", "H", "C", "C", "O", "C", "C", "H", "H", "H", "H", "H", "H", "H", "H", "H", "H"],
  "coordinates": [[2.209, -3.409, 0.984], [2.988, -1.981, 1.176], [2.249, -0.682, 0.507], [0.659, -0.877, 0.088], [-0.072, 0.402, -0.626], [-1.473, 0.279, -1.063], [-2.390, 0.964, -0.129], [-1.981, 2.016, 0.828], [-3.831, 0.569, -0.181], [0.673, 1.690, -0.884], [2.145, 1.948, -0.490], [2.696, 3.435, -0.904], [2.846, 3.512, -2.551], [1.762, 3.208, -3.318], [4.083, 3.945, -3.305], [4.885, 5.000, -2.579], [4.922, 2.785, -3.788], [3.059, 0.761, 0.258], [4.874, 1.106, 0.751], [4.854, 2.689, 1.915], [5.979, 1.495, -0.827], [5.801, -0.246, 1.728], [1.669, -3.537, -0.056], [3.027, -4.270, 1.102], [1.455, -3.570, 1.879], [3.231, -1.856, 2.315], [4.036, -2.098, 0.617], [0.022, -1.842, 0.260], [-2.811, 2.539, 1.093], [-4.297, 0.980, 0.614], [0.120, 2.451, -1.383], [1.811, 4.194, -0.642], [3.626, 3.818, -0.315], [5.269, 4.695, -1.516], [4.296, 6.023, -2.523], [5.835, 5.227, -3.264], [4.520, 1.817, -3.221], [6.050, 3.016, -3.518], [4.856, 2.632, -4.952], [5.700, 2.568, 2.734], [3.825, 2.707, 2.472], [5.096, 3.672, 1.309], [5.722, 2.600, -1.112], [5.672, 0.721, -1.675], [7.115, 1.410, -0.519], [5.197, -0.697, 2.638], [6.805, 0.184, 2.195], [6.125, -1.140, 1.011], [5.876, -5.020, 4.141], [4.497, -4.401, 4.297], [3.440, -5.264, 3.884], [3.304, -6.490, 4.597], [3.009, -6.300, 6.075], [6.017, -5.400, 3.125], [6.653, -4.281, 4.355], [6.017, -5.861, 4.827], [4.438, -3.513, 3.660], [4.331, -4.059, 5.322], [4.189, -7.118, 4.448], [2.464, -7.023, 4.138], [3.859, -5.853, 6.598], [2.793, -7.262, 6.549], [2.151, -5.634, 6.215], [-2.988, -2.210, -2.368], [-3.282, -3.699, -2.317], [-4.074, -4.081, -1.196], [-5.378, -3.512, -1.114], [-6.273, -3.883, -2.284], [-2.565, -1.866, -1.419], [-2.281, -1.987, -3.173], [-3.896, -1.629, -2.551], [-2.335, -4.240, -2.225], [-3.746, -4.043, -3.246], [-5.313, -2.425, -0.995], [-5.828, -3.899, -0.194], [-5.914, -3.439, -3.218], [-7.292, -3.525, -2.115], [-6.296, -4.967, -2.426], [-8.281, 0.831, 4.060], [-7.807, 0.625, 2.632], [-6.526, 0.007, 2.545], [-6.413, -1.303, 3.094], [-7.311, -2.323, 2.415], [-7.522, 1.356, 4.649], [-9.207, 1.414, 4.076], [-8.479, -0.123, 4.558], [-7.713, 1.603, 2.150], [-8.542, 0.062, 2.049], [-6.587, -1.280, 4.175], [-5.370, -1.608, 2.955], [-8.368, -2.113, 2.604], [-7.098, -3.329, 2.788], [-7.163, -2.307, 1.331], [-2.396, 6.765, -3.719], [-1.922, 6.559, -5.147], [-0.641, 5.941, -5.234], [-0.527, 4.630, -4.685], [-1.425, 3.611, -5.364], [-1.637, 7.290, -3.130], [-3.322, 7.348, -3.703], [-2.594, 5.811, -3.221], [-1.827, 7.536, -5.629], [-2.657, 5.996, -5.730], [-0.702, 4.654, -3.604], [0.516, 4.325, -4.824], [-2.482, 3.821, -5.175], [-1.213, 2.605, -4.991], [-1.278, 3.627, -6.448]],
  "mulliken_charge": [-1.1820, 0.0758, 0.4842, -0.7217, 0.1348, -0.3805, 0.6797, -0.5356, -0.4873, 0.2182, -0.0522, -0.2453, 0.0574, -0.5824, 0.1324, -0.7799, -0.5864, 0.3996, -0.0808, -0.9746, -0.5381, -0.8527, 0.4229, 0.2792, 0.2910, 0.1608, 0.1224, 0.3867, 0.3091, 0.2525, 0.2242, 0.3818, 0.0432, 0.2408, 0.2744, 0.3505, 0.0940, 0.3407, 0.2588, 0.3461, 0.2961, 0.2970, -0.0504, 0.2301, 0.3649, 0.1783, 0.3552, 0.2835, -1.1836, 0.3307, -0.3277, -0.3592, -1.0337, 0.3099, 0.3952, 0.3054, -0.2781, 0.3127, 0.3030, 0.3210, 0.2656, 0.3875, 0.2878, -0.8298, -0.5292, -0.4450, 0.1516, -1.1479, 0.1825, 0.4741, 0.2466, 0.3501, 0.3052, 0.0817, 0.2067, 0.2825, 0.3975, 0.2947, -1.0653, -0.3184, -0.3745, -0.3332, -1.0217, 0.2932, 0.3881, 0.2666, 0.3084, 0.3123, 0.2838, 0.3224, 0.2954, 0.4228, 0.2171, -0.9581, -0.3017, -0.4520, 0.1189, -1.1420, 0.2691, 0.3927, 0.1975, 0.3320, 0.2906, 0.1122, 0.1712, 0.3021, 0.3746, 0.3219]
}


Question: Which formula does entry 3 have?
Answer: C5H7F